# C34H56I2N6O7P3

A 6-piece molecular cluster, C34H56I2N6O7P3 overall in a non-equilibrium geometry (the ωB97M-V functional and the def2-TZVPD basis, the OMol25 dataset).

Values from the calculation:
HOMO	-4.97	eV
ΔE to the lowest compared entry with this formula, charge and spin	0.0	kcal per mole
Kohn-Sham gap	6.5	eV

ORCA input file:
```
! wB97M-V def2-TZVPD RIJCOSX def2/J DEFGRID3
* xyz -1 1
C 2.8750 -0.3232 -0.6687
O 2.5752 0.9326 -0.0879
C 1.5079 1.5942 -0.7734
C 0.4961 2.1321 0.2269
C -0.4711 3.1573 -0.3969
C -1.5201 2.4053 -1.2712
C -2.6762 1.9295 -0.3865
C -3.9074 1.2672 -1.0753
C -4.2833 1.9597 -2.4120
P -3.6579 1.4023 -4.0219
O -4.4820 0.3433 -4.6202
O -3.7581 2.7407 -4.9795
O -2.0753 1.0346 -4.0099
O -4.9743 1.7189 -0.2289
P -6.4248 0.7415 -0.2880
C -7.4397 2.1808 0.5169
C -6.5987 3.2130 1.2144
N -6.5539 4.4471 0.9110
O -5.4354 -0.5133 -1.0793
C -4.0729 -0.2753 -0.9536
P -3.7420 -0.9356 0.8276
O -4.7823 -1.8752 1.3333
C -3.3717 -1.2261 -1.9328
I -1.1975 -1.2262 -1.7644
C -3.9222 -2.6994 -1.7352
C -4.3671 -3.1999 -3.1251
I -2.4861 -4.1579 -1.0356
H 3.0935 -0.2441 -1.7375
H 3.7158 -0.7522 -0.1252
H 2.0122 -0.9931 -0.5529
H 1.9126 2.4299 -1.3564
H 1.0332 0.8668 -1.4367
H 1.0541 2.5891 1.0513
H -0.0818 1.3125 0.6621
H -0.9954 3.6401 0.4286
H 0.1015 3.8698 -0.9929
H -1.8368 3.1009 -2.0551
H -0.9834 1.5909 -1.7532
H -3.0797 2.8174 0.0998
H -2.2567 1.2680 0.3707
H -5.3636 2.0030 -2.5384
H -3.9671 3.0010 -2.3043
H -2.8925 3.0925 -5.2075
H -1.5637 1.8490 -4.0844
H -6.2285 0.2022 1.0260
H -7.5538 -0.1715 -0.3895
H -6.8520 1.2619 -1.5689
H -8.2226 1.7860 1.1726
H -7.9482 2.7168 -0.2950
H -5.9837 2.8686 2.0467
H -7.1812 4.6266 0.1272
H -3.5909 0.2097 1.6391
H -2.5009 -1.6035 0.8550
H -3.5539 -0.9994 -2.9805
H -4.8003 -2.6992 -1.0953
H -4.6686 -4.2427 -3.0303
H -5.2264 -2.6059 -3.4406
H -3.5455 -3.1234 -3.8375
N 3.2054 2.3974 2.9924
C 3.5169 3.6944 2.7014
C 3.6257 4.3758 3.8858
C 3.3716 3.4497 4.9322
C 3.1167 2.2374 4.3468
H 3.0601 1.6744 2.3055
H 3.6330 4.0197 1.6816
H 3.8606 5.4215 3.9913
H 3.3744 3.6497 5.9908
H 2.8800 1.2796 4.7774
N 4.7402 -2.7303 2.3292
C 5.6602 -1.7202 2.2560
C 6.9057 -2.2763 2.3750
C 6.7282 -3.6787 2.5230
C 5.3811 -3.9272 2.4890
H 3.7451 -2.6110 2.2749
H 5.3509 -0.6967 2.1270
H 7.8389 -1.7388 2.3575
H 7.5014 -4.4201 2.6428
H 4.8278 -4.8475 2.5656
N 4.4032 8.4065 4.1345
C 3.8592 8.1079 5.3531
C 3.3394 9.2621 5.8750
C 3.5763 10.2973 4.9307
C 4.2328 9.7373 3.8671
H 4.8580 7.7489 3.5287
H 3.8892 7.1048 5.7426
H 2.8428 9.3541 6.8263
H 3.2955 11.3332 5.0214
H 4.5906 10.1688 2.9482
N -4.7843 -7.3774 -5.7505
C -3.9735 -6.2842 -5.6100
C -4.4293 -5.3121 -6.4596
C -5.5611 -5.8397 -7.1378
C -5.7561 -7.1149 -6.6777
H -4.6822 -8.2391 -5.2485
H -3.1486 -6.2911 -4.9178
H -4.0023 -4.3305 -6.5794
H -6.1643 -5.3383 -7.8760
H -6.4993 -7.8526 -6.9271
N 8.4362 -6.9652 1.1060
C 8.2356 -8.3154 1.0249
C 9.1693 -8.9275 1.8186
C 9.9622 -7.9046 2.4044
C 9.4836 -6.7059 1.9464
H 7.8969 -6.2689 0.6239
H 7.4499 -8.7231 0.4124
H 9.2716 -9.9898 1.9643
H 10.7876 -8.0340 3.0842
H 9.7971 -5.6953 2.1455
*
```

Mulliken population analysis, charges in e, atoms 1 to 8: atom 1 (C): -0.640, atom 2 (O): -0.217, atom 3 (C): -0.275, atom 4 (C): 0.150, atom 5 (C): -1.394, atom 6 (C): 0.714, atom 7 (C): -0.978, atom 8 (C): 0.890

***

# C34H57BN5O14S

A 3-piece molecular cluster, C34H57BN5O14S overall in a non-equilibrium geometry (the ωB97M-V functional and the def2-TZVPD basis, the OMol25 dataset).

Values from the calculation:
HOMO	-10.04	eV
Kohn-Sham gap	5.5	eV

ORCA input file:
```
! wB97M-V def2-TZVPD RIJCOSX def2/J DEFGRID3
* xyz 1 1
C -0.1174 2.5514 -1.1492
C -1.3838 2.3289 -0.3107
O -1.2216 2.8277 1.0185
C -1.8999 2.0748 1.9723
C -0.9672 1.1099 2.7689
O 0.0716 0.6710 1.8594
C 1.2922 0.5168 2.4110
C 2.1050 1.6342 2.6739
C 1.4957 3.0016 2.3481
O 1.6508 3.4051 1.2245
O 0.7982 3.7035 3.2611
C 3.3865 1.4908 3.1918
S 4.4627 2.9420 3.4869
C 4.2548 4.1668 2.1673
O 4.0394 3.4585 4.7554
O 5.8406 2.5607 3.4348
C 3.8075 0.2120 3.4761
O 5.0701 0.0295 3.9843
C 5.2025 0.4363 5.2372
N 5.2532 0.8335 6.3296
N 3.0479 -0.8630 3.2340
C 3.5988 -2.2097 3.5319
C 2.8747 -2.9616 4.6643
C 2.7952 -2.1382 5.9715
O 3.8178 -1.6860 6.4150
N 1.4916 -2.0246 6.5709
C 1.0984 -0.6828 6.8817
C 1.7673 0.4713 6.5189
C 1.3213 1.7385 6.8759
C 0.1557 1.8420 7.6014
C -0.5708 0.7137 7.9545
C -0.0854 -0.5290 7.5981
C 1.8147 -0.7398 2.6880
C 0.9282 -1.9088 2.3270
B -0.3958 -2.0297 3.2095
O -0.3731 -1.5068 4.4941
O -1.5583 -2.5998 2.7346
H -0.3336 2.2024 -2.1659
H 0.1741 3.6088 -1.1528
H 0.7291 1.9846 -0.7387
H -1.6329 1.2563 -0.3438
H -2.1980 2.8785 -0.8134
H -2.6785 1.4588 1.4925
H -2.4255 2.6841 2.7238
H -1.6072 0.2963 3.1366
H -0.5144 1.5877 3.6478
H 1.0334 3.3453 4.1365
H 3.3982 4.7867 2.4615
H 5.1470 4.7967 2.2283
H 4.0789 3.7044 1.1942
H 3.4763 -2.8043 2.6164
H 4.6673 -2.2142 3.7463
H 3.4897 -3.8454 4.8959
H 1.8829 -3.3499 4.4155
H 1.5196 -2.5673 7.4333
H 2.6869 0.3912 5.9466
H 1.9266 2.5936 6.5798
H -0.2005 2.8269 7.9040
H -1.5105 0.7436 8.4996
H -0.6681 -1.4073 7.8798
H 1.4553 -2.8679 2.2807
H 0.5935 -1.7005 1.2961
H -1.1020 -0.8996 4.6608
H -2.2740 -2.0873 3.1339
C -0.9238 -5.1252 -0.7164
O 0.2955 -5.1153 -1.4392
C 0.1907 -5.7114 -2.7333
C 0.3831 -4.6671 -3.8163
N -0.7535 -3.7538 -3.8642
C -0.5442 -2.5840 -4.7145
C 0.5314 -1.5889 -4.2877
O 0.2264 -0.9048 -3.0811
C 0.6240 -1.5744 -1.9038
H -0.7206 -4.7522 0.2877
H -1.6689 -4.4741 -1.1844
H -1.3225 -6.1398 -0.6347
H -0.7552 -6.2444 -2.8613
H 0.9975 -6.4453 -2.8106
H 0.4869 -5.1653 -4.7838
H 1.3185 -4.1336 -3.6007
H -0.9531 -3.4337 -2.9257
H -1.4971 -2.0482 -4.7451
H -0.3382 -2.9191 -5.7353
H 0.5822 -0.8171 -5.0606
H 1.5302 -2.0368 -4.2435
H 1.5270 -2.1729 -2.0483
H -0.1901 -2.2007 -1.5266
H 0.8285 -0.8152 -1.1421
C -4.2756 3.7216 -8.7302
O -3.7758 2.3973 -8.7955
C -2.3783 2.3039 -8.5448
C -2.1207 1.5587 -7.2487
N -2.5286 2.3551 -6.0959
C -2.5278 1.6154 -4.8372
C -3.5261 0.4677 -4.6890
O -4.8798 0.8801 -4.6590
C -5.4974 1.0107 -5.9301
H -5.3191 3.6987 -9.0400
H -4.2238 4.1162 -7.7102
H -3.7264 4.3811 -9.4079
H -1.8969 3.2860 -8.5393
H -1.9462 1.7276 -9.3682
H -1.0529 1.3327 -7.1696
H -2.6722 0.6106 -7.2965
H -3.4619 2.7111 -6.2574
H -2.7411 2.3425 -4.0479
H -1.5172 1.2348 -4.6509
H -3.3379 0.0045 -3.7149
H -3.3740 -0.3225 -5.4338
H -5.0961 0.3032 -6.6592
H -5.3997 2.0323 -6.3054
H -6.5619 0.8112 -5.8047
*
```

Mulliken population analysis, charges in e, atoms 1 to 8: atom 1 (C): -0.807, atom 2 (C): -0.041, atom 3 (O): -0.351, atom 4 (C): -1.383, atom 5 (C): 0.055, atom 6 (O): 0.090, atom 7 (C): 0.144, atom 8 (C): 0.583